Computed, not measured: C10H22O3 in the gas phase, with the ωB97M-V functional and the def2-TZVPD basis.

Structure (XYZ):
```
35
Properties=species:S:1:pos:R:3:forces:R:3:lowdin_charge:R:1
C -4.120 1.063 -0.817 0.3 -0.2 -0.2 -0.1169
C -3.257 1.162 0.443 0.0 -0.1 0.1 -0.2714
C -1.968 0.340 0.386 0.2 -0.2 -0.1 -0.2287
C -2.202 -1.175 0.276 -0.2 0.2 0.0 -0.2101
C -0.962 -2.034 0.494 0.2 0.0 -0.1 -0.1828
C 0.066 -1.957 -0.635 -0.1 -0.2 0.2 -0.1898
O 0.625 -0.667 -0.833 0.1 -0.1 -0.1 -0.1065
O 1.367 -0.372 0.353 0.0 0.0 0.2 -0.0703
C 2.656 0.107 -0.018 0.3 -0.1 0.0 -0.6183
C 3.316 0.375 1.335 0.0 -0.1 0.0 0.0075
C 3.427 -0.899 -0.863 0.0 0.1 -0.2 0.0091
O 2.553 1.259 -0.812 -0.1 0.0 0.0 -0.1061
C 1.797 2.317 -0.255 0.1 0.4 0.0 -0.0743
H -4.970 1.749 -0.789 0.1 0.0 0.0 0.0653
H -4.516 0.049 -0.961 0.1 0.2 0.1 0.0653
H -3.515 1.303 -1.707 -0.2 0.0 0.2 0.0782
H -2.981 2.205 0.603 0.0 0.1 0.0 0.0985
H -3.839 0.863 1.327 0.0 0.0 -0.2 0.1054
H -1.358 0.671 -0.468 -0.2 0.0 0.3 0.1051
H -1.358 0.518 1.288 -0.2 0.1 -0.2 0.1171
H -2.641 -1.410 -0.701 0.0 0.0 0.0 0.1097
H -2.959 -1.461 1.017 0.0 0.0 0.0 0.1142
H -1.256 -3.087 0.591 0.0 0.1 -0.1 0.1145
H -0.476 -1.770 1.441 0.0 0.0 -0.1 0.1130
H 0.865 -2.691 -0.478 0.0 0.1 0.0 0.1212
H -0.406 -2.170 -1.594 -0.1 0.0 -0.1 0.1326
H 3.529 -0.568 1.842 0.0 0.1 -0.1 0.0915
H 4.259 0.902 1.175 -0.1 0.0 0.0 0.0996
H 2.669 0.970 1.987 0.1 -0.1 -0.1 0.0874
H 4.440 -0.525 -1.058 -0.3 0.0 0.0 0.0959
H 2.911 -1.041 -1.818 0.1 0.1 0.2 0.0921
H 3.508 -1.861 -0.361 0.0 0.0 0.1 0.0881
H 1.663 3.053 -1.052 0.1 -0.1 0.1 0.0956
H 2.321 2.795 0.585 -0.1 -0.1 -0.2 0.0886
H 0.814 1.987 0.076 -0.1 -0.1 0.0 0.0799
```
Positions in Å, forces in eV/Å.

Computed properties:
* E_tot: -16866.7288 eV
* HOMO level: -9.60 eV
* HOMO-LUMO gap: 10.5 eV
* multiplicity: 1
* F_max: 0.4 eV/Å
* LUMO level: 0.930 eV